No. 1
A gas-phase ion, C26H47BBr4IO5 (charge -1) at a distorted geometry. Source: the Open Molecules 2025 dataset; level of theory: wB97M-V/def2-TZVPD.

Structure (ORCA input):
```
! wB97M-V def2-TZVPD RIJCOSX def2/J DEFGRID3
* xyz -1 1
C -3.31675 2.13071 3.26930
C -2.88226 2.29161 1.79774
C -2.01164 1.19913 1.12752
I -1.38188 2.05417 -0.75110
C -0.83832 0.52799 1.90875
C -0.17280 1.38465 3.00869
C 0.21407 2.81427 2.58653
C 1.62057 2.93484 1.96988
C 1.65432 3.82383 0.70287
C 2.16403 3.05659 -0.52167
C 1.77517 3.65905 -1.87689
C 1.65108 2.57245 -2.96390
C 2.28034 2.95622 -4.31113
C 1.64766 2.23216 -5.51250
O 1.15428 0.94874 -5.16194
C -0.24602 0.80133 -5.19842
O 0.22333 0.25381 1.00047
B 0.65383 -1.16968 1.01074
C 0.49252 -1.76085 -0.51047
C 0.49544 -3.27811 -0.67532
C 0.33615 -3.71106 -2.14087
C -0.36355 -5.03938 -2.37646
O -1.57784 -5.15214 -1.60198
C -1.67235 -6.13493 -0.71737
O -0.79283 -6.59572 -0.09109
C 2.22497 -1.50992 1.47058
Br 2.48214 -1.51332 3.41596
C 3.30462 -0.76299 0.66356
C 4.15969 -1.74563 -0.13520
Br 4.56843 0.35566 1.66847
O -0.24606 -1.77852 2.02117
C -1.20359 -0.90896 2.47780
C -2.56284 -1.63900 2.26832
Br -2.85427 -2.19901 0.42694
C -3.83314 -1.11457 2.95691
C -4.56965 -2.26544 3.63772
Br -5.15470 -0.23305 1.81324
H -4.33365 1.74359 3.34720
H -2.65432 1.50402 3.85852
H -3.31962 3.11165 3.75334
H -3.79876 2.34777 1.20348
H -2.40283 3.26224 1.68224
H -2.66992 0.41178 0.77026
H -0.74698 1.40080 3.93602
H 0.74181 0.82981 3.24087
H 0.16317 3.45031 3.47879
H -0.50603 3.23612 1.88602
H 1.96935 1.93692 1.71736
H 2.30240 3.34905 2.71869
H 0.64030 4.16933 0.47191
H 2.27707 4.70866 0.88106
H 3.24843 2.94129 -0.45705
H 1.69635 2.06734 -0.46466
H 0.80686 4.15659 -1.75806
H 2.52798 4.38745 -2.19919
H 0.59915 2.32278 -3.12239
H 2.11674 1.64855 -2.61048
H 3.34497 2.70347 -4.29033
H 2.18689 4.03752 -4.45516
H 0.84922 2.84096 -5.95536
H 2.40214 2.07131 -6.29059
H -0.50696 -0.04789 -4.56482
H -0.76279 1.68533 -4.80615
H -0.60279 0.60599 -6.21911
H -0.41372 -1.35001 -0.97331
H 1.32347 -1.36055 -1.11874
H -0.29703 -3.72544 -0.06985
H 1.44251 -3.69164 -0.30532
H -0.24296 -2.93511 -2.65747
H 1.31250 -3.73927 -2.63806
H 0.28967 -5.88893 -2.16680
H -0.68196 -5.11014 -3.41980
H -2.71153 -6.48046 -0.63518
H 2.37816 -2.56484 1.23545
H 2.81059 -0.08606 -0.03240
H 4.56235 -2.52291 0.51727
H 3.53814 -2.19397 -0.91775
H 4.98373 -1.23393 -0.63692
H -1.15080 -0.82159 3.58318
H -2.36308 -2.59817 2.74850
H -3.54188 -0.37730 3.70474
H -3.93528 -2.69134 4.42041
H -5.52600 -1.94440 4.04933
H -4.76722 -3.05162 2.90349
*
```

max |F|: 2.37 eV/A
DFT total energy: -326912.384 eV

***

No. 2
A single C3H5NO molecule at a distorted geometry. Source: the Open Molecules 2025 dataset; level of theory: wB97M-V/def2-TZVPD.

Structure (ORCA input):
```
! wB97M-V def2-TZVPD RIJCOSX def2/J DEFGRID3
* xyz 0 1
C 0.51658 0.16555 1.23401
C 0.44026 0.02880 -0.24763
C -0.77138 0.37405 -0.98711
H -0.40150 0.28001 2.05091
H 1.68139 0.10505 -0.49587
H -1.52157 1.04240 -0.66684
H -0.26207 0.26143 -2.04904
H -0.92418 -1.26910 0.21905
N -0.50418 -1.15449 -0.66147
O 1.74665 0.16629 1.60400
*
```

SMILES string: O=C[C@@H]1CN1
max |F|: 6.55 eV/A
DFT total energy: -6725.569 eV
energy relative to the best compared isomer or geometry (same formula, charge and spin): 4.004 eV

***

No. 3
A single C6H8 molecule at a distorted geometry. Source: the Open Molecules 2025 dataset; level of theory: wB97M-V/def2-TZVPD.

Structure (ORCA input):
```
! wB97M-V def2-TZVPD RIJCOSX def2/J DEFGRID3
* xyz 0 1
C 1.17609 -0.47709 -0.66016
C -0.15973 0.06128 -1.07213
C -1.17881 -0.55887 -0.10795
C -0.93770 0.17636 1.19100
C 0.20100 0.86827 1.15374
C 0.76076 0.90957 -0.22396
H 0.92728 -1.33277 0.01491
H 2.01662 -0.58088 -1.33299
H -0.38551 0.25097 -2.11712
H -0.73452 -1.60019 0.12645
H -2.21795 -0.62658 -0.45591
H -1.49830 -0.07740 2.08191
H 0.80594 1.15787 2.00767
H 1.22483 1.82946 -0.60544
*
```

SMILES string: C1=C[C@H]2C[C@H]2C1
max |F|: 1.98 eV/A
DFT total energy: -6349.562 eV
energy relative to the best compared isomer or geometry (same formula, charge and spin): 1.221 eV

***

No. 4
A single C4H6S3 molecule at a distorted geometry. Source: the Open Molecules 2025 dataset; level of theory: wB97M-V/def2-TZVPD.

Structure (ORCA input):
```
! wB97M-V def2-TZVPD RIJCOSX def2/J DEFGRID3
* xyz 0 1
C -0.85291 -0.96982 0.66633
C 0.36259 -0.72129 -0.00725
C 1.21549 0.53820 0.26144
C 0.76746 1.34694 -0.96434
H -3.03812 -0.35175 -0.51344
H -0.62737 -0.99451 1.83283
H -1.28148 -1.84642 0.25994
H 1.21088 -1.45316 -0.31656
H 2.35916 0.26685 0.05625
H 1.08177 1.29807 1.26208
S -2.20650 0.17589 0.68297
S 0.99973 2.87104 -1.36289
S 0.00930 -0.16003 -1.85736
*
```

SMILES string: S=C1C[C@@H](CS)S1
max |F|: 6.50 eV/A
DFT total energy: -36747.844 eV
energy relative to the best compared isomer or geometry (same formula, charge and spin): 2.414 eV